128
Properties=species:S:1:pos:R:3 method="wB97M-V/def2-TZVPD" relative_energy_kj_mol=0.0 charge=-1
C 0.695 -2.369 5.730
C 0.465 -3.340 4.547
P 1.234 -2.898 2.949
C 3.005 -2.645 3.327
C 0.753 -1.125 2.662
O -0.569 -0.836 3.004
P -1.608 -0.447 1.647
C -1.956 -2.293 1.358
S -3.509 -0.380 2.903
C -2.567 0.185 0.109
C -2.635 -0.804 -1.025
O -2.797 -0.037 -2.251
P -1.322 1.805 2.088
O -2.802 2.505 1.810
I -1.052 1.988 4.562
O -0.202 -0.430 0.631
C 1.030 -0.719 1.209
N 2.120 0.238 1.064
C 2.022 1.488 1.855
C 2.360 0.573 -0.316
C 3.761 0.254 -0.779
O 1.561 1.118 -1.049
H 1.559 -1.729 5.572
H 0.863 -2.941 6.642
H -0.182 -1.747 5.881
H -0.601 -3.459 4.373
H 0.858 -4.321 4.811
H 3.507 -3.586 3.528
H 3.431 -2.187 2.435
H 3.183 -1.956 4.157
H 1.371 -0.546 3.363
H -1.378 -2.727 0.542
H -3.009 -2.455 1.131
H -1.762 -2.829 2.282
H -3.031 -0.452 4.149
H -2.006 1.044 -0.259
H -3.584 0.463 0.368
H -1.735 -1.402 -1.128
H -3.526 -1.425 -0.935
H -2.519 -0.609 -2.967
H -2.695 2.971 0.977
H 1.391 -1.624 0.699
H 1.419 1.350 2.742
H 1.581 2.299 1.278
H 3.028 1.785 2.155
H 4.404 1.018 -0.336
H 4.085 -0.737 -0.485
H 3.805 0.399 -1.855
C 6.217 -4.924 1.862
O 6.253 -4.940 3.279
C 6.639 -6.194 3.812
C 8.083 -6.192 4.261
O 8.977 -6.050 3.169
C 9.482 -4.736 3.024
H 6.100 -3.890 1.543
H 7.136 -5.330 1.432
H 5.359 -5.500 1.499
H 6.470 -6.992 3.083
H 6.002 -6.391 4.681
H 8.306 -7.149 4.743
H 8.244 -5.397 4.995
H 10.204 -4.508 3.816
H 8.681 -3.992 3.042
H 9.989 -4.684 2.062
C -7.316 4.784 -0.885
O -6.776 5.273 -2.100
C -5.611 6.063 -1.921
C -4.350 5.277 -2.202
O -4.162 4.248 -1.254
C -4.533 2.960 -1.729
H -8.075 4.046 -1.139
H -6.552 4.309 -0.267
H -7.789 5.594 -0.319
H -5.577 6.470 -0.906
H -5.675 6.902 -2.622
H -3.490 5.952 -2.133
H -4.379 4.869 -3.218
H -3.797 2.592 -2.449
H -5.526 2.975 -2.187
H -4.550 2.279 -0.881
C 4.213 4.284 -1.278
O 5.558 3.915 -1.011
C 6.508 4.662 -1.747
C 7.144 5.744 -0.903
O 6.209 6.742 -0.532
C 5.731 6.603 0.794
H 3.584 3.798 -0.534
H 4.069 5.365 -1.216
H 3.911 3.933 -2.270
H 6.048 5.101 -2.638
H 7.288 3.967 -2.075
H 7.930 6.233 -1.487
H 7.606 5.301 -0.016
H 6.508 6.875 1.516
H 5.392 5.584 0.995
H 4.889 7.282 0.911
C -10.514 0.399 -2.015
O -10.382 0.039 -0.654
C -9.907 -1.286 -0.465
C -8.431 -1.319 -0.140
O -7.646 -0.879 -1.233
C -7.181 0.453 -1.090
H -10.693 1.472 -2.054
H -9.609 0.169 -2.582
H -11.368 -0.117 -2.470
H -10.108 -1.894 -1.353
H -10.466 -1.714 0.373
H -8.141 -2.351 0.078
H -8.226 -0.718 0.751
H -6.397 0.505 -0.328
H -7.993 1.135 -0.824
H -6.761 0.761 -2.045
C -0.017 -3.881 -4.468
O -0.481 -2.557 -4.299
C 0.503 -1.674 -3.772
C 1.103 -0.802 -4.848
O 1.862 -1.558 -5.786
C 1.173 -1.803 -6.994
H -0.767 -4.420 -5.045
H 0.935 -3.909 -5.007
H 0.102 -4.376 -3.498
H 1.286 -2.234 -3.252
H 0.002 -1.034 -3.039
H 1.783 -0.085 -4.380
H 0.316 -0.239 -5.357
H 1.097 -0.887 -7.592
H 0.169 -2.197 -6.813
H 1.745 -2.540 -7.556

141
Properties=species:S:1:pos:R:3 method="wB97M-V/def2-TZVPD" smiles="O=C(Br)C[C@H]1OS(=O)(=O)O[C@@H]1CCCCl.CN(C)P(=O)(N(C)C)N(C)C.CN(C)P(=O)(N(C)C)N(C)C.CN(C)P(=O)(N(C)C)N(C)C.CN(C)P(=O)(N(C)C)N(C)C"
O -7.418 -1.270 -3.895
C -6.426 -1.176 -4.519
Br -6.407 -0.544 -6.327
C -5.069 -1.521 -3.939
C -5.177 -2.659 -2.964
O -5.515 -3.802 -3.831
S -5.147 -5.121 -3.043
O -4.882 -6.207 -3.909
O -6.115 -5.287 -2.011
O -3.805 -4.575 -2.389
C -3.861 -3.130 -2.352
C -3.351 -2.492 -1.054
C -4.427 -1.910 -0.117
C -4.596 -0.403 -0.307
Cl -3.149 0.441 0.304
H -4.683 -0.599 -3.501
H -4.397 -1.776 -4.758
H -5.984 -2.613 -2.237
H -3.077 -2.860 -3.067
H -2.715 -1.667 -1.373
H -2.710 -3.201 -0.538
H -4.053 -2.029 0.901
H -5.384 -2.428 -0.169
H -4.613 -0.193 -1.373
H -5.481 -0.019 0.187
C -2.827 -5.522 -10.080
N -3.116 -4.502 -9.097
C -1.986 -4.213 -8.223
P -4.666 -4.059 -8.501
O -4.484 -2.578 -8.348
N -5.894 -4.034 -9.737
C -5.548 -4.191 -11.137
C -6.845 -2.939 -9.583
N -5.139 -5.604 -8.004
C -4.435 -6.175 -6.854
C -6.128 -6.486 -8.599
H -3.139 -6.534 -9.779
H -1.753 -5.567 -10.261
H -3.268 -5.291 -11.047
H -1.799 -5.022 -7.504
H -2.165 -3.296 -7.661
H -1.075 -4.052 -8.804
H -4.786 -3.473 -11.471
H -6.438 -4.057 -11.755
H -5.205 -5.205 -11.351
H -6.454 -1.986 -9.961
H -7.111 -2.798 -8.535
H -7.765 -3.175 -10.124
H -3.655 -6.876 -7.174
H -5.119 -6.702 -6.189
H -3.964 -5.393 -6.258
H -5.722 -6.996 -9.477
H -7.036 -5.963 -8.880
H -6.430 -7.251 -7.880
C 3.770 -1.485 -0.243
N 2.482 -0.845 -0.095
C 2.314 0.308 -0.970
P 1.446 -0.907 1.288
O 0.135 -1.045 0.560
N 1.392 -2.484 2.052
C 2.016 -3.634 1.432
C 0.064 -2.846 2.532
N 2.670 -0.430 2.365
C 3.132 0.955 2.263
C 3.378 -1.221 3.353
H 4.522 -1.151 0.487
H 4.177 -1.269 -1.231
H 3.693 -2.569 -0.198
H 2.914 1.168 -0.643
H 1.268 0.617 -0.997
H 2.597 0.064 -1.997
H 1.677 -3.798 0.399
H 1.794 -4.534 2.011
H 3.104 -3.551 1.444
H -0.587 -3.217 1.730
H -0.432 -1.991 2.992
H 0.149 -3.624 3.296
H 4.064 1.026 1.693
H 3.302 1.402 3.243
H 2.386 1.571 1.764
H 4.160 -1.825 2.884
H 2.718 -1.870 3.919
H 3.859 -0.565 4.085
C 5.512 7.099 2.870
N 5.083 5.723 2.970
C 3.672 5.582 3.328
P 6.076 4.360 3.278
O 5.410 3.338 2.406
N 7.612 4.426 2.458
C 7.891 5.455 1.476
C 8.053 3.130 1.953
N 6.773 4.941 4.710
C 5.894 5.055 5.873
C 8.131 5.403 4.936
H 5.978 7.491 3.787
H 4.654 7.737 2.659
H 6.193 7.255 2.036
H 3.482 5.842 4.377
H 3.332 4.560 3.174
H 3.046 6.218 2.699
H 7.135 5.502 0.680
H 8.863 5.273 1.013
H 7.980 6.437 1.944
H 7.567 2.860 1.008
H 7.842 2.339 2.673
H 9.134 3.147 1.794
H 5.547 6.086 6.012
H 6.400 4.737 6.786
H 5.016 4.417 5.762
H 8.266 6.424 4.568
H 8.872 4.759 4.476
H 8.355 5.404 6.006
C 0.608 1.905 8.065
N 0.994 3.072 7.304
C 1.632 4.102 8.113
P 0.317 3.591 5.812
O 1.547 4.116 5.132
N -0.043 2.290 4.716
C 0.385 0.934 5.000
C 0.242 2.610 3.324
N -1.293 3.641 6.336
C -1.643 4.675 7.309
C -2.387 2.749 5.991
H -0.440 1.917 8.401
H 1.223 1.829 8.963
H 0.791 0.983 7.518
H 0.916 4.619 8.768
H 2.106 4.849 7.476
H 2.420 3.675 8.738
H 1.466 0.866 5.192
H 0.150 0.274 4.162
H -0.160 0.511 5.846
H 1.304 2.511 3.097
H -0.058 3.630 3.083
H -0.321 1.944 2.661
H -1.670 4.272 8.328
H -2.616 5.116 7.089
H -0.918 5.490 7.287
H -2.329 1.817 6.561
H -2.417 2.517 4.933
H -3.345 3.221 6.224

| no. | HOMO-LUMO gap (Ha) |
| --- | --- |
| 1 | 0.225 |
| 2 | 0.306 |